Entry 1:
Molecular formula: C5H8N
Method: DFT, ωB97M-V with the def2-TZVPD basis set

ORCA input file:
```
! RIJCOSX wB97M-V def2-TZVPD def2/J DEFGRID3
* xyz 1 1
C -0.062 0.267 1.359
C -0.012 0.525 2.598
C -0.386 0.679 -0.092
C 0.504 1.662 -0.692
C -0.671 -1.857 -0.146
N -0.012 -0.633 0.252
H -1.424 0.708 -0.121
H 0.398 2.729 -0.256
H 0.595 1.464 -1.767
H 1.638 1.218 -0.446
H -0.825 -1.826 -1.313
H -0.108 -2.662 0.133
H -1.495 -1.868 0.498
H 1.860 -0.407 -0.007
*
```

The value obtained for the LUMO energy (spin up / spin down) is -7.550 / -7.647 eV. Its HOMO energy (spin up / spin down) is -15.20 / -15.18 eV. As for the energy above the lowest of the compared OMol25 structures with the same formula, charge and spin: 11.114 eV. The value obtained for the calculated total energy is -249.416713 a.u. As for the HOMO-LUMO gap (spin up / spin down): 7.65 / 7.53 eV.

***

Entry 2:
Molecular formula: C10H23FGaO6S
Method: DFT, ωB97M-V with the def2-TZVPD basis set

ORCA input file:
```
! RIJCOSX wB97M-V def2-TZVPD def2/J DEFGRID3
* xyz -1 1
F -1.071 -0.751 3.210
C -0.118 -1.631 2.682
C 1.262 -1.254 3.168
Ga 1.523 -1.812 5.127
S 1.365 0.121 6.443
H -0.229 -1.616 1.591
H -0.396 -2.631 3.025
H 1.345 -0.166 3.130
H 2.027 -1.692 2.527
H 0.304 -2.776 5.561
H 2.921 -2.553 5.390
H 0.731 0.929 5.593
C 3.223 1.706 -3.270
C 2.679 0.549 -2.460
O 3.050 0.641 -1.080
C 2.320 1.488 -0.350
O 1.395 2.144 -0.762
O 2.774 1.464 0.890
C 2.095 2.338 1.800
H 4.303 1.785 -3.139
H 3.008 1.558 -4.329
H 2.772 2.646 -2.954
H 3.105 -0.393 -2.799
H 1.594 0.480 -2.543
H 1.020 2.175 1.765
H 2.326 3.376 1.563
H 2.461 2.090 2.791
C -1.350 0.468 -1.051
C -1.966 0.782 -2.393
O -2.524 -0.389 -3.024
C -3.726 -0.750 -2.593
O -4.407 -0.169 -1.789
O -4.068 -1.883 -3.218
C -5.327 -2.418 -2.808
H -0.615 -0.334 -1.149
H -0.851 1.348 -0.656
H -2.104 0.143 -0.334
H -1.206 1.131 -3.090
H -2.734 1.551 -2.315
H -6.111 -1.668 -2.885
H -5.268 -2.782 -1.783
H -5.533 -3.244 -3.482
*
```

The value obtained for the LUMO energy is 2.376 eV. Its HOMO energy is -4.26 eV. The value obtained for the calculated total energy is -3269.166727 a.u. As for the HOMO-LUMO gap: 6.64 eV.

***

Entry 3:
Molecular formula: C14H14N2O3S
Method: DFT, ωB97M-V with the def2-TZVPD basis set

ORCA input file:
```
! RIJCOSX wB97M-V def2-TZVPD def2/J DEFGRID3
* xyz 0 1
C -0.833 -4.538 1.014
C -1.444 -3.189 0.933
C -1.581 -2.478 -0.184
C -2.187 -1.141 -0.164
O -2.615 -0.577 0.818
O -2.193 -0.599 -1.384
C -2.701 0.719 -1.526
C -2.802 1.551 -0.251
O -3.838 2.050 0.108
N -1.623 1.892 0.389
C -0.367 1.409 0.192
N 0.060 0.783 -0.836
C 1.375 0.433 -0.716
C 2.120 -0.269 -1.656
C 3.444 -0.543 -1.388
C 4.057 -0.133 -0.200
C 5.499 -0.462 0.044
C 3.321 0.565 0.745
C 1.992 0.841 0.485
S 0.836 1.683 1.481
H -0.503 -4.884 0.038
H 0.019 -4.517 1.694
H -1.553 -5.246 1.421
H -1.805 -2.762 1.860
H -1.246 -2.828 -1.148
H -2.029 1.223 -2.227
H -3.712 0.658 -1.946
H -1.773 2.413 1.246
H 1.651 -0.584 -2.574
H 4.030 -1.087 -2.113
H 5.627 -1.540 0.143
H 6.111 -0.130 -0.793
H 5.859 0.013 0.952
H 3.774 0.889 1.669
*
```

The value obtained for the LUMO energy is 0.631 eV. Its HOMO energy is -8.31 eV. As for the energy above the lowest of the compared OMol25 structures with the same formula, charge and spin: 0.799 eV. The value obtained for the calculated total energy is -1275.337130 a.u. As for the HOMO-LUMO gap: 8.95 eV.

***

Entry 4:
Molecular formula: C5H7NO2
Method: DFT, ωB97M-V with the def2-TZVPD basis set

ORCA input file:
```
! RIJCOSX wB97M-V def2-TZVPD def2/J DEFGRID3
* xyz 0 1
C -1.786 0.510 0.070
C 1.374 -0.717 -0.187
C 1.729 0.617 -0.604
C 0.548 0.899 0.416
C 1.071 -0.455 1.227
H -2.106 1.582 0.501
H 1.697 -1.705 -0.533
H 2.626 1.064 0.000
H 1.858 0.872 -1.553
H 0.235 1.915 0.540
H 0.087 -0.874 1.618
H 2.186 -0.599 1.718
N -0.484 0.368 -0.380
O -2.614 -0.431 0.052
O 0.012 -0.813 -0.699
*
```

The value obtained for the LUMO energy is 0.804 eV. Its HOMO energy is -8.65 eV. As for the energy above the lowest of the compared OMol25 structures with the same formula, charge and spin: 5.873 eV. The value obtained for the calculated total energy is -399.749740 a.u. As for the HOMO-LUMO gap: 9.46 eV.

***

Entry 5:
Molecular formula: C3H3ClFNS2
Method: DFT, ωB97M-V with the def2-TZVPD basis set

ORCA input file:
```
! RIJCOSX wB97M-V def2-TZVPD def2/J DEFGRID3
* xyz 0 1
F -2.924 -0.566 0.632
C -1.856 0.220 0.463
C -0.884 -0.174 -0.340
Cl -1.021 -1.600 -1.262
C 0.356 0.607 -0.469
S 0.288 2.281 -0.524
N 1.570 0.003 -0.462
S 2.117 -1.448 0.274
H -1.865 1.176 1.030
H 2.316 0.593 -0.864
H 1.903 -1.093 1.523
*
```

The value obtained for the LUMO energy is -0.436 eV. Its HOMO energy is -8.75 eV. As for the energy above the lowest of the compared OMol25 structures with the same formula, charge and spin: 0.043 eV. The value obtained for the calculated total energy is -1527.249503 a.u. As for the HOMO-LUMO gap: 8.31 eV.

***

Entry 6:
Molecular formula: C3H6NO4
Method: DFT, ωB97M-V with the def2-TZVPD basis set

ORCA input file:
```
! RIJCOSX wB97M-V def2-TZVPD def2/J DEFGRID3
* xyz -1 1
C 0.367 0.669 0.065
C -0.955 0.222 0.679
C 0.592 -0.501 -0.932
N -0.071 -1.859 0.125
O 2.076 -0.661 -1.007
O -0.667 -1.123 1.189
O -1.112 -2.460 -0.600
O -0.149 -0.569 -1.948
H 0.254 1.514 -0.429
H 1.015 0.797 0.867
H -1.129 0.860 1.601
H -1.683 0.439 -0.142
H -1.024 -1.788 -1.330
H 2.249 -1.656 -0.875
*
```

The value obtained for the LUMO energy is 4.184 eV. Its HOMO energy is -3.69 eV. As for the energy above the lowest of the compared OMol25 structures with the same formula, charge and spin: 6.617 eV. The value obtained for the calculated total energy is -473.531666 a.u. As for the HOMO-LUMO gap: 7.88 eV.